Version w
Formula: F2N2O2
Source: OMol25
Level of theory: wB97M-V/def2-TZVPD

## Properties
HOMO (alpha / beta) in Ha: -0.4686 / -0.4687

Positions of all 6 atoms, in Å:
1 N -0.6297 0.3678 0.0005
2 N 0.4646 -0.5164 -0.7019
3 O -1.1487 -0.1882 0.8729
4 O -0.7697 1.3832 -0.5440
5 F 1.6827 0.6847 0.6236
6 F 0.4008 -1.7312 -0.2511



Version x
Formula: F2N2O2
Source: OMol25
Level of theory: wB97M-V/def2-TZVPD

## Properties
HOMO (alpha / beta) in Ha: -0.4416 / -0.4434

Positions of all 6 atoms, in Å:
1 N -0.4297 0.4289 -0.0084
2 N 0.2710 -0.6727 -0.6820
3 O -0.5979 0.1020 1.1316
4 O -0.6639 1.3886 -0.6102
5 F 2.2143 0.4295 0.7237
6 F -0.2557 -1.8867 -0.3640



Of them, version x has the lowest stability.



Version w
Formula: C2F6NO3S
Source: OMol25
Level of theory: wB97M-V/def2-TZVPD

## Properties
Total charge: -1
HOMO in Ha: -0.2127

Positions of all 13 atoms, in Å:
1 C -2.9825 -0.3250 0.1650
2 C -0.8362 0.6863 -0.3603
3 N -1.9459 0.5793 0.3073
4 O 3.8425 0.4614 1.4703
5 O 1.8265 -0.3981 0.2973
6 O 3.5665 0.6370 -0.9546
7 F -3.2932 -0.4269 -1.1875
8 F -2.7083 -1.5428 0.6792
9 F -4.1295 0.1312 0.8110
10 F 3.9284 -1.5571 0.0087
11 F -0.4070 0.0423 -1.3716
12 F -0.1048 1.7553 -0.1217
13 S 3.2435 -0.0429 0.2571



Version x
Formula: C2F6NO3S
Source: OMol25
Level of theory: wB97M-V/def2-TZVPD

## Properties
Total charge: -1
HOMO in Ha: -0.2320

Positions of all 13 atoms, in Å:
1 C 2.1912 -1.0995 -0.6671
2 C -0.8518 1.3284 -0.5533
3 N -2.1137 -0.0298 1.5987
4 O -2.2972 -1.0449 2.1793
5 O -2.4787 1.0559 1.8916
6 O 1.7999 0.0169 -0.8232
7 F 2.4874 -1.5301 0.6253
8 F 1.3048 -2.1641 -1.1018
9 F 3.4188 -1.4084 -1.2433
10 F -0.3149 1.3111 -1.7633
11 F -0.1917 2.2047 0.1560
12 F -2.1978 1.6742 -0.6745
13 S -0.7563 -0.3144 0.3756



Of them, version x has the lowest stability.



Version w
Formula: C5H13N2S
Source: OMol25
Level of theory: wB97M-V/def2-TZVPD

## Properties
SMILES: CCN[C@H](CN)C[S-]
Total charge: -1
HOMO in Ha: -0.0896

Positions of all 21 atoms, in Å:
1 C -1.5756 -0.9751 -1.6674
2 C -0.1113 -0.4551 -1.6099
3 N -0.0557 0.6347 -0.6551
4 C 0.8595 0.4615 0.5123
5 C -0.0265 -0.1478 1.6315
6 N -0.1520 -1.6365 1.5810
7 C 1.1370 1.9572 0.9849
8 S 2.6114 2.7430 0.2375
9 H -1.6761 -1.9208 -2.2178
10 H -1.9154 -1.1642 -0.6621
11 H -2.1782 -0.2377 -2.2158
12 H 0.1044 -0.2199 -2.6810
13 H 0.5875 -1.2512 -1.3411
14 H 0.0221 1.5168 -1.1490
15 H 1.7816 -0.1001 0.4013
16 H -1.0349 0.2313 1.5601
17 H 0.3707 0.0643 2.6289
18 H 0.5851 -1.9688 0.9635
19 H -0.9070 -1.9003 0.9241
20 H 0.1907 2.4066 0.7230
21 H 1.3826 1.9620 2.0512



Version x
Formula: C5H13N2S
Source: OMol25
Level of theory: wB97M-V/def2-TZVPD

## Properties
Total charge: -1
HOMO in Ha: -0.1066

Positions of all 21 atoms, in Å:
1 C 1.3862 0.6900 -1.3727
2 C 0.0943 0.9740 -2.1447
3 S -1.1486 -0.3355 -1.9072
4 N 2.0670 -0.5374 -1.8151
5 H 1.1595 0.5816 -0.3124
6 H 2.1045 1.5111 -1.4967
7 H 0.3672 1.0585 -3.2019
8 H -0.2985 1.9465 -1.8305
9 H 2.4874 -0.3524 -2.7206
10 H 1.3329 -1.2294 -1.9639
11 C -0.5539 1.4743 2.3434
12 C -0.7367 0.1509 2.3163
13 N -1.4853 -0.5708 1.4237
14 C -1.0518 -1.9351 1.1482
15 H -0.9307 2.0976 1.5408
16 H 0.0337 1.8811 3.1545
17 H -0.3037 -0.4409 3.1186
18 H -1.6610 -0.1057 0.5257
19 H -1.8203 -2.4197 0.5520
20 H -0.1378 -1.9681 0.5555
21 H -0.9043 -2.4706 2.0870



Of them, version w has the lowest stability.



Version w
Formula: C4H16N8O4
Source: OMol25
Level of theory: wB97M-V/def2-TZVPD

## Properties
SMILES: NC(N)=O.NC(N)=O.NC(N)=O.NC(N)=O
HOMO in Ha: -0.3398

Positions of all 32 atoms, in Å:
1 N -1.6810 2.3096 -2.4788
2 C -2.0721 2.6903 -1.2325
3 N -1.3054 2.0690 -0.4081
4 O -2.9477 3.5247 -0.8883
5 H -1.0176 1.5532 -2.5668
6 H -2.3036 2.6680 -3.1887
7 H -1.3148 2.1595 0.5978
8 H -0.4160 1.6762 -0.6814
9 N 3.8416 1.6701 -0.3462
10 C 3.2749 2.1424 0.7541
11 N 3.7392 3.2550 1.2128
12 O 2.3926 1.6038 1.3765
13 H 4.4272 2.3297 -0.8382
14 H 3.2410 1.0382 -0.8561
15 H 3.2112 3.7507 1.9168
16 H 4.5574 3.5850 0.7211
17 N 1.5463 -1.3914 0.0413
18 C 0.6455 -0.5299 -0.3336
19 N -0.4228 -0.4973 0.3449
20 O 0.7559 0.2242 -1.2754
21 H 2.3368 -1.2168 -0.5627
22 H 1.5448 -1.9481 0.8840
23 H -1.1958 0.1162 0.1304
24 H -0.6453 -1.1808 1.0544
25 N -3.2902 -3.3965 0.2647
26 C -2.5006 -3.6927 1.2209
27 N -1.9296 -4.8235 1.0761
28 O -2.2938 -3.0035 2.2566
29 H -3.7667 -2.5157 0.3956
30 H -3.1531 -3.6600 -0.7006
31 H -1.3108 -5.0717 1.8348
32 H -1.9474 -5.4379 0.2747



Version x
Formula: C4H16N8O4
Source: OMol25
Level of theory: wB97M-V/def2-TZVPD

## Properties
HOMO in Ha: -0.3373

Positions of all 32 atoms, in Å:
1 C 0.7059 0.5827 0.1125
2 O 1.0462 -0.1613 -0.7718
3 N 0.3421 0.2253 1.3235
4 N 0.5115 1.8029 -0.0310
5 H -0.0413 0.9004 1.9696
6 H 0.2443 -0.7654 1.4942
7 H 0.7995 2.1676 -0.9277
8 H 0.7157 2.1906 0.8790
9 C -1.2936 0.7243 2.4927
10 O -0.5667 1.6541 2.9353
11 N -1.8155 0.8850 1.3316
12 N -1.4453 -0.4240 3.0700
13 H -1.5763 1.6972 0.7811
14 H -2.2503 0.0738 0.9157
15 H -2.0315 -1.1329 2.6529
16 H -0.8150 -0.6978 3.8102
17 C 0.5514 1.0773 -3.2414
18 O 0.1951 1.4590 -4.3550
19 N -0.1748 0.3251 -2.4310
20 N 1.6138 1.4728 -2.6552
21 H -0.9902 -0.1456 -2.7965
22 H 0.0732 -0.1003 -1.5492
23 H 1.8120 0.8075 -1.9216
24 H 2.3289 1.8747 -3.2445
25 C 0.1882 -2.4951 0.2842
26 O 0.0683 -3.6440 0.6770
27 N -0.7512 -1.9539 -0.4365
28 N 1.2995 -1.7707 0.3744
29 H -1.6229 -2.4501 -0.5552
30 H -0.4785 -1.2281 -1.0838
31 H 2.0930 -2.1191 0.8931
32 H 1.2648 -0.8319 0.0034



Of them, version x has the lowest stability.



Version w
Formula: C6H10O3
Source: OMol25
Level of theory: wB97M-V/def2-TZVPD

## Properties
SMILES: COC/C=C(\O)C(C)=O
HOMO in Ha: -0.3483

Positions of all 19 atoms, in Å:
1 C 0.6956 -0.5940 -2.7342
2 O -0.3671 -1.3350 -2.2871
3 C -0.2872 -1.7142 -0.8703
4 C -0.5314 -0.4597 -0.0452
5 C 0.1372 -0.2173 1.1359
6 O 0.8580 -1.2529 1.7527
7 C -0.0013 1.0764 1.9406
8 C -0.6240 2.3593 1.4687
9 O 0.2855 1.0409 3.1185
10 H 1.6948 -1.0397 -2.9634
11 H 0.8890 0.1591 -1.9337
12 H 0.1854 -0.1356 -3.6408
13 H 0.6734 -2.2485 -0.6367
14 H -1.0636 -2.5517 -0.6237
15 H -1.0794 0.2782 -0.4882
16 H 0.6755 -1.3912 2.7256
17 H -1.4761 2.7005 2.1287
18 H -0.9783 2.3130 0.5124
19 H 0.3140 3.0122 1.4403



Version x
Formula: C6H10O3
Source: OMol25
Level of theory: wB97M-V/def2-TZVPD

## Properties
SMILES: CC1(C)O[C@@]1(C)C(=O)O
HOMO in Ha: -0.3645

Positions of all 19 atoms, in Å:
1 C -0.2112 -1.3555 -1.4396
2 C -0.0912 0.0311 -0.8428
3 C -1.1196 1.0047 -1.3457
4 O 1.1592 0.5542 -0.5671
5 C 0.5826 0.0381 0.6081
6 C 1.2773 -1.1527 1.2253
7 C 0.0134 0.9770 1.6046
8 O -0.2069 0.6654 2.7524
9 O -0.2445 2.2166 1.1511
10 H 0.7083 -1.9278 -1.3071
11 H -0.4061 -1.2833 -2.5086
12 H -1.0419 -1.8898 -0.9832
13 H -0.8316 2.0244 -1.0923
14 H -1.2274 0.9190 -2.4306
15 H -2.0842 0.8013 -0.8672
16 H 0.5902 -2.0022 1.3308
17 H 1.6428 -0.8963 2.2192
18 H 2.1199 -1.4568 0.6164
19 H -0.6292 2.7326 1.8765



Of them, version w has the lowest stability.



Version w
Formula: C4H14O3
Source: OMol25
Level of theory: wB97M-V/def2-TZVPD

## Properties
SMILES: CCO.CCO.O
HOMO in Ha: -0.3560

Positions of all 21 atoms, in Å:
1 C 0.4069 2.7606 -0.2190
2 C -0.4080 1.5581 0.1833
3 O -0.8689 0.7956 -0.8793
4 H 0.5135 3.2952 0.7249
5 H -0.2088 3.3707 -0.8799
6 H 1.3795 2.4783 -0.6220
7 H -1.2146 1.9741 0.7869
8 H 0.1790 0.9597 0.8800
9 H -1.6278 1.1806 -1.3236
10 C 1.0165 -1.3482 1.2408
11 C -0.1593 -1.9813 0.4865
12 O -0.1243 -3.3645 0.8622
13 H 1.1032 -0.2780 1.0529
14 H 1.9600 -1.8284 0.9813
15 H 1.0244 -1.5168 2.3177
16 H -0.0432 -1.9424 -0.5966
17 H -1.1079 -1.5511 0.8075
18 H 0.2612 -3.9076 0.1708
19 O -0.6248 -0.4147 -2.3218
20 H -0.6538 -0.7603 -1.4296
21 H -0.8029 0.5205 -2.2229



Version x
Formula: C4H14O3
Source: OMol25
Level of theory: wB97M-V/def2-TZVPD

## Properties
SMILES: CC[C@H](C)O.O.O
HOMO in Ha: -0.3959

Positions of all 21 atoms, in Å:
1 C 0.9991 0.7434 -1.9129
2 C 0.7914 -0.2538 -0.7713
3 C 1.3605 0.2174 0.5592
4 C 1.6791 -0.9419 1.5044
5 O 0.2782 0.9981 1.1795
6 H 2.0350 0.8097 -2.2198
7 H 0.5740 1.7336 -1.7400
8 H 0.4442 0.4232 -2.7989
9 H -0.2556 -0.4341 -0.5895
10 H 1.3437 -1.1442 -1.0598
11 H 2.1539 0.9626 0.4621
12 H 2.2363 -0.5320 2.3456
13 H 0.7389 -1.3863 1.8188
14 H 2.3224 -1.6675 1.0169
15 H 0.6074 1.2973 2.0413
16 O -2.2331 1.3102 -0.3263
17 H -1.5009 1.0894 0.2623
18 H -1.9322 1.1724 -1.2302
19 O -2.2013 -2.0227 -0.2472
20 H -2.9121 -2.1180 0.4000
21 H -2.0653 -1.0661 -0.2280



Version y
Formula: C4H14O3
Source: OMol25
Level of theory: wB97M-V/def2-TZVPD

## Properties
SMILES: C/C=C/C.O.O.O
HOMO in Ha: -0.3516

Positions of all 21 atoms, in Å:
1 C -0.6823 1.6921 -2.0129
2 C -0.5451 0.3887 -1.3757
3 C -1.5525 -0.3138 -0.8838
4 C -1.5130 -1.8337 -0.4816
5 H -1.6957 2.1147 -2.1394
6 H -0.0577 2.4444 -1.4611
7 H -0.3103 1.6607 -3.0476
8 H 0.4557 0.0029 -1.5541
9 H -2.5232 0.1871 -0.7868
10 H -0.6392 -2.1890 -1.0533
11 H -1.6856 -1.9561 0.5682
12 H -2.3257 -2.2365 -1.0522
13 O -0.3483 0.4412 1.7706
14 H 0.0239 -0.4328 1.9648
15 H -0.5773 0.4893 0.8261
16 O 2.0926 1.1759 0.9123
17 H 2.2755 1.8122 1.6157
18 H 1.1098 1.1685 0.9420
19 O 1.6843 -1.5323 1.2137
20 H 2.3160 -2.2008 1.5044
21 H 2.1342 -0.6696 1.1033



Of them, version w has the lowest stability.



Version w
Formula: C4H14O3
Source: OMol25
Level of theory: wB97M-V/def2-TZVPD

## Properties
SMILES: CC[C@@H](C)O.O.O
HOMO in Ha: -0.3929

Positions of all 21 atoms, in Å:
1 C 1.4058 1.6086 0.0912
2 C 0.8608 0.3513 -0.5601
3 C -0.4787 0.5059 -1.3067
4 C -1.0318 -0.8797 -1.6938
5 O -1.3411 1.2345 -0.4361
6 H 1.5070 2.4760 -0.5567
7 H 0.7349 1.9235 0.8773
8 H 2.3795 1.4288 0.5386
9 H 0.6293 -0.4101 0.1862
10 H 1.5798 -0.0207 -1.2836
11 H -0.3119 1.0676 -2.2371
12 H -1.0816 -1.0776 -2.7519
13 H -2.0388 -0.9785 -1.2958
14 H -0.4471 -1.6525 -1.1933
15 H -2.2511 1.1897 -0.7447
16 O -1.5761 0.1875 2.0847
17 H -1.4894 0.7614 1.2964
18 H -1.5853 0.8054 2.8329
19 O 1.8877 -2.9383 1.9260
20 H 1.4734 -2.0687 2.0022
21 H 1.1747 -3.5140 2.2243



Version x
Formula: C4H14O3
Source: OMol25
Level of theory: wB97M-V/def2-TZVPD

## Properties
SMILES: C/C=C/C.O.O.O
HOMO in Ha: -0.3182

Positions of all 21 atoms, in Å:
1 C -0.1156 -0.6767 2.3357
2 C -0.5528 0.7104 1.8391
3 C -1.5123 1.5232 2.3448
4 C -1.5992 2.9732 1.9782
5 H -0.8803 -1.0312 3.0360
6 H -0.2006 -1.4115 1.5310
7 H 0.9220 -0.5672 2.6257
8 H -0.5560 0.7601 0.7426
9 H -2.1216 1.0622 3.1136
10 H -1.3725 3.5551 2.8809
11 H -0.8315 3.1828 1.2338
12 H -2.5994 3.3071 1.6901
13 O -2.4849 -2.4059 -2.1640
14 H -3.2924 -2.3396 -2.6855
15 H -2.1723 -3.2323 -2.5422
16 O 1.1451 -0.3305 -3.6913
17 H 0.2191 -0.1619 -3.4353
18 H 1.6107 0.3631 -3.2003
19 O 5.5678 -1.9526 -2.9074
20 H 5.4540 -0.9993 -2.7072
21 H 5.3725 -2.3286 -2.0183



Version y
Formula: C4H14O3
Source: OMol25
Level of theory: wB97M-V/def2-TZVPD

## Properties
SMILES: CCCCO.O.O
HOMO in Ha: -0.3793

Positions of all 21 atoms, in Å:
1 C 2.9866 0.9424 0.6941
2 C 1.5685 1.4436 0.9733
3 C 0.6888 1.2723 -0.2635
4 C -0.4627 2.2608 -0.4238
5 O -0.9662 2.6095 0.8733
6 H 2.8978 0.0321 0.1081
7 H 3.5243 0.6867 1.6116
8 H 3.6072 1.6595 0.1562
9 H 1.2048 0.9303 1.8596
10 H 1.5099 2.4936 1.1726
11 H 1.2970 1.4347 -1.1585
12 H 0.3063 0.2683 -0.4097
13 H -1.2776 1.8506 -1.0300
14 H -0.1168 3.1820 -0.9073
15 H -1.6869 3.2394 0.8096
16 O -3.0637 -5.6795 -1.5774
17 H -3.4474 -4.8409 -1.8484
18 H -2.7747 -5.6139 -0.6588
19 O -2.2397 -2.9659 -0.0782
20 H -2.1746 -2.3028 0.6179
21 H -1.3807 -2.9027 -0.5207



Version z
Formula: C4H14O3
Source: OMol25
Level of theory: wB97M-V/def2-TZVPD

## Properties
SMILES: CC[C@H](C)O.O.O
HOMO in Ha: -0.3805

Positions of all 21 atoms, in Å:
1 C -1.7472 0.5834 -1.4766
2 C -0.7421 1.2165 -0.5619
3 C -0.9186 0.7477 0.8730
4 C 0.1094 1.2837 1.8452
5 O -0.9386 -0.7247 0.9441
6 H -2.7634 0.8262 -0.9500
7 H -1.5455 -0.5646 -1.4099
8 H -1.6432 0.9023 -2.5617
9 H 0.3961 0.9340 -0.6621
10 H -0.6700 2.3362 -0.6799
11 H -1.9195 1.0940 1.2218
12 H -0.1836 1.0416 2.9640
13 H 1.2603 0.9914 1.7168
14 H 0.1988 2.3905 1.9019
15 H -0.4930 -1.0447 1.6885
16 O 1.0696 -3.2115 0.1212
17 H 0.2743 -2.7476 0.4107
18 H 1.2991 -2.7476 -0.7901
19 O 2.5816 -1.0891 -1.6362
20 H 3.3458 -1.5677 -2.0939
21 H 3.0298 -0.6500 -0.8650



Of them, version x has the lowest stability.